Formula: C36H39BrFeN3O3
Source: the Open Molecules 2025 dataset
Level of theory: ωB97M-V/def2-TZVPD

Summary:
Highest occupied orbital energy (spin up / spin down)   -11.07 / -11.06 eV
ΔE to the lowest compared entry with this formula, charge and spin   1.6364 eV
Multiplicity   5
Expectation value of S²   6.03
Lowest unoccupied orbital energy (spin up / spin down)   -4.3170 / -4.4029 eV
Electronic energy   -5622.690944 a.u.
Charge   +1
Molecular weight   697.48 u

Geometry (Å):
Fe1 -18.949 2.857 -7.680
C1 -17.357 -0.249 -5.657
C2 -18.463 0.353 -4.801
C3 -18.296 0.433 -3.423
C4 -19.149 1.087 -2.576
C5 -20.284 1.678 -3.134
C6 -20.572 1.562 -4.498
C7 -21.921 2.017 -5.020
C8 -19.569 1.035 -5.358
N1 -19.652 1.155 -6.777
C9 -20.162 0.259 -7.682
C10 -21.067 -0.926 -7.242
C11 -19.735 0.432 -9.074
C12 -20.180 -0.578 -10.032
N2 -19.070 1.562 -9.378
C13 -18.520 1.820 -10.657
C14 -18.904 2.994 -11.387
C15 -20.222 3.719 -11.238
C16 -18.093 3.442 -12.469
C17 -16.952 2.760 -12.844
C18 -16.645 1.591 -12.185
C19 -17.432 1.030 -11.176
C20 -16.942 -0.143 -10.416
H1 -16.397 0.089 -5.321
H2 -17.523 0.084 -6.713
H3 -17.337 -1.329 -5.645
H4 -17.378 -0.038 -3.020
H5 -19.005 1.223 -1.460
H6 -20.982 2.127 -2.452
H7 -22.331 1.635 -5.963
H8 -21.837 3.127 -5.124
H9 -22.584 1.850 -4.188
H10 -20.800 -1.808 -7.831
H11 -22.122 -0.717 -7.520
H12 -20.996 -1.066 -6.115
H13 -19.755 -1.568 -9.756
H14 -19.770 -0.332 -11.054
H15 -21.325 -0.689 -10.042
H16 -20.865 3.227 -10.440
H17 -20.720 3.899 -12.218
H18 -20.031 4.713 -10.694
H19 -18.372 4.416 -12.929
H20 -16.424 3.133 -13.767
H21 -15.631 1.173 -12.308
H22 -15.870 -0.305 -10.611
H23 -17.443 -1.064 -10.721
H24 -17.213 -0.066 -9.349
Br1 -22.592 9.376 -8.922
C21 -21.534 8.316 -7.814
C22 -21.017 8.908 -6.597
N3 -20.188 8.240 -5.898
C23 -19.709 7.097 -6.282
C24 -20.331 6.436 -7.304
C25 -21.314 7.048 -8.135
C26 -19.984 5.013 -7.403
O1 -20.416 4.176 -8.285
O2 -19.228 4.607 -6.480
H25 -21.544 9.751 -6.189
H26 -19.025 6.569 -5.709
H27 -21.768 6.497 -8.961
C27 -12.251 1.395 -3.399
C28 -13.124 1.818 -4.437
C29 -13.777 3.105 -4.497
C30 -14.639 3.407 -5.508
C31 -15.495 4.658 -5.409
C32 -14.889 2.444 -6.569
C33 -15.853 2.693 -7.655
O3 -16.925 3.317 -7.481
C34 -14.105 1.239 -6.579
C35 -14.104 0.300 -7.769
C36 -13.282 0.945 -5.521
H28 -11.243 1.270 -3.848
H29 -12.497 0.414 -2.943
H30 -12.124 2.069 -2.565
H31 -13.443 3.919 -3.797
H32 -15.358 5.289 -4.496
H33 -16.489 4.226 -5.342
H34 -15.351 5.331 -6.274
H35 -15.606 2.318 -8.674
H36 -14.829 -0.510 -7.689
H37 -13.162 -0.243 -7.629
H38 -14.144 0.833 -8.740
H39 -12.779 -0.047 -5.510

Mulliken population analysis, charges in e, atoms 1 to 5: number 1, Fe, carries 0.400; number 2, C, carries -1.106; number 3, C, carries 1.566; number 4, C, carries -0.522; number 5, C, carries -0.820

=====

Formula: C36H39ClFeNO3P3S5
Source: the Open Molecules 2025 dataset
Level of theory: ωB97M-V/def2-TZVPD

Summary:
Highest occupied orbital energy (spin up / spin down)   -4.15 / -4.55 eV
ΔE to the lowest compared entry with this formula, charge and spin   0.4161 eV
Multiplicity   6
Expectation value of S²   8.79
Lowest unoccupied orbital energy (spin up / spin down)   2.3508 / 1.0032 eV
Electronic energy   -6414.763538 a.u.
Charge   -1
Molecular weight   878.27 u

Geometry (Å):
Fe1 0.270 1.653 -0.303
S1 7.350 3.919 -1.450
C1 5.808 3.412 -1.156
S2 4.491 3.733 -2.227
C2 3.226 2.890 -1.361
C3 3.637 2.271 -0.167
S3 2.684 1.323 0.819
S4 5.342 2.473 0.206
S5 1.699 2.815 -2.080
C4 -2.483 4.278 0.556
P1 -1.567 3.537 -0.841
C5 -1.194 5.012 -1.857
C6 -2.945 2.760 -1.793
C7 -3.302 1.406 -1.195
P2 -1.735 0.406 -1.166
C8 -1.856 -0.305 -2.845
C9 -2.312 -0.930 -0.076
H1 -3.269 4.963 0.226
H2 -1.779 4.800 1.204
H3 -2.939 3.475 1.138
H4 -2.096 5.575 -2.114
H5 -0.682 4.713 -2.772
H6 -0.517 5.660 -1.300
H7 -2.582 2.642 -2.822
H8 -3.801 3.442 -1.842
H9 -4.144 0.949 -1.726
H10 -3.623 1.539 -0.154
H11 -2.754 -0.925 -2.929
H12 -0.979 -0.897 -3.073
H13 -1.935 0.514 -3.565
H14 -3.202 -1.413 -0.490
H15 -2.562 -0.479 0.888
H16 -1.534 -1.666 0.079
N1 0.594 -0.280 -1.031
P3 1.457 -1.547 -0.913
C10 3.244 -1.409 -1.352
C11 4.254 -2.291 -0.987
C12 5.568 -2.058 -1.364
C13 5.887 -0.942 -2.121
C14 4.885 -0.063 -2.505
C15 3.574 -0.296 -2.119
C16 1.482 -2.426 0.695
C17 1.131 -1.713 1.835
C18 1.192 -2.317 3.087
C19 1.590 -3.638 3.204
C20 1.915 -4.366 2.064
C21 1.860 -3.762 0.821
C22 0.910 -2.897 -2.031
C23 -0.183 -3.681 -1.661
C24 -0.721 -4.608 -2.538
C25 -0.173 -4.764 -3.804
C26 0.914 -3.994 -4.182
C27 1.452 -3.066 -3.300
H17 4.030 -3.159 -0.382
H18 6.346 -2.746 -1.056
H19 6.916 -0.750 -2.402
H20 5.123 0.818 -3.090
H21 2.784 0.394 -2.383
H22 0.783 -0.689 1.736
H23 0.925 -1.742 3.966
H24 1.638 -4.109 4.179
H25 2.205 -5.407 2.144
H26 2.087 -4.348 -0.064
H27 -0.609 -3.570 -0.672
H28 -1.570 -5.209 -2.232
H29 -0.594 -5.487 -4.492
H30 1.348 -4.110 -5.168
H31 2.302 -2.465 -3.603
C28 -2.185 -1.409 3.683
C29 -3.068 -0.215 3.511
C30 -4.371 -0.334 3.062
C31 -5.135 0.799 2.819
Cl1 -6.766 0.618 2.240
C32 -4.616 2.061 3.012
C33 -3.311 2.194 3.472
C34 -2.544 1.069 3.732
O1 -1.272 1.106 4.205
C35 -0.451 2.174 3.774
C36 -0.219 2.106 2.258
O2 0.289 3.085 1.679
O3 -0.531 1.034 1.679
H32 -2.738 -2.330 3.495
H33 -1.755 -1.455 4.684
H34 -1.352 -1.347 2.978
H35 -4.789 -1.315 2.874
H36 -5.216 2.936 2.804
H37 -2.907 3.189 3.612
H38 0.506 2.031 4.276
H39 -0.828 3.158 4.062

Mulliken population analysis, charges in e, atoms 1 to 5: number 1, Fe, carries 0.525; number 2, S, carries -0.269; number 3, C, carries 0.123; number 4, S, carries -0.103; number 5, C, carries 0.028